a) DFT (ωB97M-V/def2-TZVPD) results for 4 unconnected molecules or ions with the total composition C2H14N2O3.

```
! RIJCOSX wB97M-V def2-TZVPD def2/J DEFGRID3
* xyz 0 1
N 1.9715 0.4198 1.0229
C 1.2136 1.2764 0.0924
C 0.1551 0.4487 -0.5934
N -0.9228 0.0473 0.3065
H 2.6209 -0.1379 0.4852
H 2.5449 0.9448 1.6708
H 1.8380 1.8659 -0.5701
H 0.7051 2.0177 0.7183
H -0.2583 1.0241 -1.4211
H 0.6238 -0.3532 -1.1925
H -1.8189 0.1376 -0.1399
H -0.7756 -0.8834 0.6612
H -1.4941 3.2273 -1.0651
H -1.9217 3.2931 -2.5246
O -2.2718 3.1616 -1.6305
H -2.4024 -2.8002 -0.4137
H -2.5848 -3.6916 0.8391
O -1.9321 -3.2380 0.2994
H 1.3537 -1.5043 1.2566
H 2.1306 -2.7939 1.0513
O 1.2253 -2.4619 1.1473
*
```

LUMO level in hartree: 0.0266
Frontier orbital gap in eV: 9.809
HOMO in eV: -9.1

Here are the Mulliken charges for atoms 1 to 8, given in e: atom 1 (N): -0.58, atom 2 (C): -0.60, atom 3 (C): -0.44, atom 4 (N): -0.59, atom 5 (H): 0.25, atom 6 (H): 0.19, atom 7 (H): 0.30, atom 8 (H): 0.33

***

b) DFT (ωB97M-V/def2-TZVPD) results for 4 unconnected molecules or ions with the total composition C2H14N2O3.

```
! RIJCOSX wB97M-V def2-TZVPD def2/J DEFGRID3
* xyz 0 1
N 0.6199 2.7863 -1.8132
C 0.1100 1.4570 -1.6582
C 0.8335 0.6965 -0.5161
N 0.2055 -0.6516 -0.4320
H -0.1453 3.4412 -1.9256
H 1.0673 3.1552 -0.9540
H 0.2916 0.8504 -2.5528
H -1.0106 1.2943 -1.5895
H 1.9267 0.7921 -0.7727
H 0.7449 1.2540 0.4719
H 0.5739 -1.2957 0.3073
H -0.7033 -0.4749 0.0625
H 1.1544 -4.2624 -0.3405
H 0.4693 -3.4826 -1.3448
O 0.3682 -4.3260 -0.8734
H -2.5257 -0.4817 1.9675
H -2.3386 -1.9351 1.7418
O -1.8210 -1.0766 1.6580
H 0.7110 0.9520 3.2178
H -0.3035 0.3581 2.2448
O -0.2281 0.9495 3.1011
*
```

LUMO level in hartree: 0.0137
Frontier orbital gap in eV: 9.663
HOMO in eV: -9.3

Here are the Mulliken charges for atoms 1 to 8, given in e: atom 1 (N): -0.56, atom 2 (C): -0.42, atom 3 (C): -0.23, atom 4 (N): -0.55, atom 5 (H): 0.24, atom 6 (H): 0.26, atom 7 (H): 0.21, atom 8 (H): 0.24

***

c) DFT (ωB97M-V/def2-TZVPD) results for 5 unconnected molecules or ions with the total composition C2H14N2O3.

```
! RIJCOSX wB97M-V def2-TZVPD def2/J DEFGRID3
* xyz 0 1
C 0.2472 1.2417 0.8245
N 1.3105 0.7983 -0.0820
C 1.5616 -0.6176 0.0158
N 1.4814 -1.0871 1.3495
H -0.7200 0.8285 0.5526
H 0.3449 2.3317 0.8382
H 0.4831 0.8874 1.8385
H 0.9213 1.0688 -1.0334
H 0.7330 -1.1857 -0.4813
H 2.4782 -0.8540 -0.5264
H 2.1872 -1.7046 1.7268
H -2.1842 2.3460 -1.4264
H -1.4360 -1.2397 -0.1412
H -2.5584 1.7347 -1.6114
O -1.3069 -1.3364 -1.1285
H -1.5870 -1.6184 2.3000
H 0.5353 -1.4127 1.6031
O -1.1182 -1.3729 1.4971
H -0.8272 -0.5198 -1.3398
H -0.2162 0.9222 -2.8665
O -0.3295 0.7895 -1.9093
*
```

LUMO level in hartree: -0.1625
Frontier orbital gap in eV: 4.792
HOMO in eV: -9.2

Here are the Mulliken charges for atoms 1 to 8, given in e: atom 1 (C): -0.69, atom 2 (N): -0.15, atom 3 (C): -0.29, atom 4 (N): -0.38, atom 5 (H): 0.23, atom 6 (H): 0.28, atom 7 (H): 0.42, atom 8 (H): 0.43

***

Last place for stability: c)